# 1
Entry from the Open Molecules 2025 dataset: 10 unconnected molecules or ions with the total composition C27H41F5N2O29S3 in a non-equilibrium geometry (wB97M-V/def2-TZVPD).

CARTESIAN COORDINATES (ANGSTROEM)
O (-2.785400, -0.703244, -4.048146)
C (-2.757780, -0.994074, -5.308816)
O (-2.279950, -2.022154, -5.802286)
C (-2.113110, -1.869264, -7.243286)
C (-3.226900, -0.946074, -7.552116)
F (-4.393990, -1.546284, -7.718066)
O (-3.100350, -0.203324, -6.333196)
H (-1.090440, -1.513764, -7.369216)
H (-2.091780, -2.832534, -7.752956)
H (-2.956880, -0.446734, -8.482626)
O (-1.100650, 7.744456, 2.305084)
C (-0.296440, 6.912236, 2.820984)
O (0.878940, 7.195056, 3.452634)
C (1.772290, 6.111636, 3.426064)
C (0.704170, 5.014446, 3.293144)
F (0.526080, 4.382786, 4.463504)
O (-0.495980, 5.609496, 2.882994)
H (2.514520, 5.994516, 2.636454)
H (2.281450, 6.030406, 4.386404)
H (0.920900, 4.233136, 2.564664)
O (3.182960, -0.834514, -3.556776)
C (4.090150, -1.626114, -3.873176)
O (3.948240, -2.932294, -3.921726)
C (4.966140, -3.563314, -4.733436)
C (5.850780, -2.372134, -5.238676)
F (5.546040, -2.119594, -6.502416)
O (5.359030, -1.298254, -4.376726)
H (5.415770, -4.338974, -4.113536)
H (4.594310, -4.092264, -5.610956)
H (6.921330, -2.522614, -5.099476)
O (-1.184270, 4.510686, -1.381316)
C (-2.154950, 3.926326, -1.755316)
O (-3.461390, 3.966566, -1.382106)
C (-4.307000, 3.364736, -2.343576)
C (-3.350430, 2.404096, -3.038506)
F (-3.475790, 2.446356, -4.344076)
O (-2.103390, 3.014326, -2.781966)
H (-5.077620, 2.820106, -1.798036)
H (-4.630790, 4.075936, -3.103476)
H (-3.538430, 1.425656, -2.596466)
O (-3.911840, -3.452024, 2.069944)
C (-3.877480, -3.000534, 0.900164)
O (-3.172940, -3.498424, -0.077936)
C (-3.164740, -2.626894, -1.164226)
C (-4.469550, -1.813134, -0.927136)
F (-5.543530, -2.412974, -1.542236)
O (-4.644540, -1.992744, 0.416864)
H (-2.311750, -1.949974, -1.116296)
H (-3.123450, -3.015954, -2.181586)
H (-4.283220, -0.849084, -1.400406)
O (2.436730, 1.278586, 7.895294)
S (1.560420, 1.090566, 6.703064)
O (0.512320, 2.075116, 6.411244)
O (2.365480, 0.664296, 5.358704)
C (1.822100, -0.540324, 4.828314)
C (1.424440, -1.353884, 6.116904)
O (0.765560, -0.364214, 6.798054)
H (0.924000, -0.306334, 4.256684)
H (2.578380, -0.874154, 4.117904)
H (2.102340, -1.861604, 6.803034)
H (0.602900, -2.033694, 5.891014)
O (-0.752790, -4.932954, 0.475974)
S (0.354830, -4.036514, 0.208264)
O (0.583300, -2.957574, 1.135764)
O (1.626810, -4.846324, -0.073936)
C (1.842320, -5.338034, -1.439986)
C (0.914700, -4.300804, -2.186986)
O (0.296680, -3.405344, -1.297446)
H (2.854910, -5.304514, -1.842046)
H (1.478820, -6.352134, -1.605996)
H (0.211220, -4.683064, -2.926646)
H (1.592350, -3.702154, -2.795686)
O (4.497740, -3.520954, -1.031896)
S (4.061760, -2.700174, 0.083284)
O (3.003240, -1.731644, -0.174036)
O (3.850690, -3.606234, 1.418104)
C (5.023820, -3.768634, 2.233384)
C (5.750490, -2.471974, 1.932154)
O (5.359110, -1.941964, 0.671724)
H (4.713160, -3.845704, 3.275324)
H (5.489240, -4.713484, 1.952784)
H (6.821470, -2.646734, 2.034924)
H (5.716480, -1.747794, 2.746104)
C (0.621150, 0.229216, -1.740606)
N (-0.770750, 0.211746, -1.241376)
C (-1.225530, 0.623316, -0.013986)
C (-0.251160, 1.293216, 0.977694)
O (-2.376710, 0.513196, 0.236854)
H (1.303030, 0.276986, -0.891566)
H (0.699910, 1.064236, -2.436766)
H (0.693330, -0.647964, -2.383616)
H (-1.547830, -0.068414, -1.822536)
H (0.354490, 0.554216, 1.502274)
H (-0.949710, 1.672136, 1.723714)
H (0.421990, 2.107396, 0.709194)
C (-2.387420, 2.335486, 3.926014)
N (-2.670880, 3.784066, 3.916024)
C (-3.765870, 4.382196, 4.231214)
C (-3.902130, 5.887926, 4.318834)
O (-4.819540, 3.716786, 4.481594)
H (-2.507340, 1.854876, 4.896954)
H (-1.333790, 2.205116, 3.679104)
H (-3.118360, 1.773766, 3.344384)
H (-2.019880, 4.520616, 3.684094)
H (-3.070090, 6.440376, 3.882224)
H (-3.989560, 6.271126, 5.335504)
H (-4.768690, 5.985036, 3.664814)

Cartesian forces, eV/Å:
-0.3 -1.1 -5.7
-0.8 4.2 6.2
2.4 -5.6 -1.3
1.0 -2.2 0.6
2.8 0.4 0.2
-1.1 -0.3 0.4
-2.6 2.8 -0.8
-0.3 0.8 -0.2
-0.6 -0.2 0.4
-0.5 1.1 0.5
3.8 -3.7 2.6
-2.9 4.7 -1.7
0.2 2.4 -1.1
-1.5 -1.6 0.6
1.1 -1.9 -0.6
-0.4 -0.2 0.9
0.2 -0.6 -0.3
-0.3 0.9 -0.4
-0.2 0.1 0.0
0.1 0.1 -0.1
3.8 -2.6 -0.7
-2.0 2.9 -0.5
-0.3 -1.4 -0.8
0.4 0.3 0.3
-1.4 -0.6 3.3
0.0 0.5 -1.1
-0.3 -0.4 -0.5
0.5 0.4 0.1
-0.7 0.3 0.1
-0.1 0.4 -0.1
-1.3 -0.3 0.4
-0.4 -1.0 -1.3
0.7 1.6 1.2
0.5 -0.5 -0.1
-0.2 1.3 1.9
-0.6 -0.6 -2.0
1.0 -0.7 0.4
-0.2 0.4 -0.3
-0.4 0.2 0.3
1.0 -0.5 -0.5
0.0 2.1 -4.5
-1.0 -1.7 4.5
1.5 -1.6 -0.6
-0.8 1.7 -0.9
1.9 -1.7 -1.4
-0.2 0.1 -0.3
-0.6 1.5 1.5
0.1 0.0 0.4
-0.3 -0.9 0.4
-0.8 0.5 1.0
-1.9 -0.6 -3.8
-1.4 0.7 2.2
2.5 -1.9 0.5
0.1 1.2 1.4
0.4 -0.9 0.2
-0.6 -0.9 -1.8
-0.2 3.2 1.8
-0.2 -0.1 0.2
0.0 -0.5 0.4
0.8 0.1 -0.7
0.4 -0.4 -0.4
1.7 1.1 -0.8
-2.9 1.0 0.6
0.2 -1.3 -1.1
3.0 -1.8 0.0
-2.7 1.1 -0.4
1.5 0.2 -2.1
-0.5 -0.5 1.5
0.1 0.6 1.0
-0.2 0.0 0.7
-0.3 -0.6 0.6
0.0 0.3 0.1
-0.5 0.6 1.4
-0.2 0.6 -0.7
1.9 -2.1 1.1
-1.4 0.3 -1.0
-0.8 0.4 -0.8
2.1 0.0 1.5
-0.2 -0.4 0.2
-0.1 0.1 -0.1
0.4 0.3 -0.2
0.3 -0.2 -1.2
-1.3 0.4 -0.2
-1.9 0.1 -0.6
0.5 0.3 1.1
3.8 0.8 -1.9
-0.7 -0.4 0.8
-3.3 -0.3 1.1
0.1 -0.2 -0.4
0.5 0.3 0.3
0.7 -0.2 0.5
0.4 -0.1 -0.4
0.1 -0.3 -0.2
0.2 0.1 0.0
-0.2 -0.1 -0.8
-0.4 0.5 0.5
2.8 0.0 -0.5
-5.8 -1.6 2.2
0.8 -0.3 -1.0
1.9 1.1 -0.3
0.0 0.7 0.5
-0.3 -0.1 -0.4
0.4 0.3 -0.7
1.0 -1.1 -0.1
0.1 0.0 -0.2
-0.6 -0.4 -0.1
-0.2 0.9 0.5

Its SMILES is O=C1OC[C@@H](F)O1.O=C1OC[C@@H](F)O1.O=C1OC[C@@H](F)O1.O=C1OC[C@@H](F)O1.O=C1OC[C@@H](F)O1.O=S1(=O)OCCO1.O=S1(=O)OCCO1.O=S1(=O)OCCO1.CNC(C)=O.CNC(C)=O. For the HOMO energy, the calculation gives -0.3042 hartree. The calculation puts the orbital gap at 8.0 eV. The value obtained for the LUMO energy is -0.2525 eV. As for the total charge: 0.


# 2
Entry from the Open Molecules 2025 dataset: 3 unconnected molecules or ions with the total composition C6H21N2O2 in a non-equilibrium geometry (wB97M-V/def2-TZVPD).

CARTESIAN COORDINATES (ANGSTROEM)
C (-0.838853, 2.690733, 0.141249)
C (-0.568225, 1.324555, 0.817034)
C (-1.818610, 0.415091, 0.787713)
C (-1.614959, -0.995796, 0.244389)
C (-0.680686, -1.928278, 0.989876)
N (0.724528, -1.668474, 0.636810)
C (1.098780, -2.208693, -0.667355)
N (0.612805, 0.733066, 0.107465)
H (-1.720259, 2.636323, -0.486975)
H (-0.016693, 3.050725, -0.441805)
H (-1.043627, 3.553384, 0.785217)
H (-0.284005, 1.498830, 1.852518)
H (-2.139395, 0.213226, 1.809345)
H (-2.629476, 0.953377, 0.309632)
H (-1.500606, -1.046516, -0.816937)
H (-2.619018, -1.402120, 0.309088)
H (-0.750014, -1.744678, 2.063755)
H (-0.948650, -2.946608, 0.742976)
H (1.290952, -2.164892, 1.329453)
H (2.126510, -1.928371, -0.868619)
H (0.460760, -1.882828, -1.485344)
H (1.068251, -3.310767, -0.708111)
H (0.853775, -0.239507, 0.424090)
H (1.375313, 1.373707, 0.319263)
H (0.542253, 0.789583, -0.924263)
H (4.092770, 1.760554, 0.403734)
H (3.592676, 0.269943, 0.105076)
O (3.359339, 1.123518, 0.527435)
H (-2.003937, 0.548419, -2.437764)
H (-1.322941, -0.467997, -3.341505)
O (-1.176730, 0.338334, -2.865736)

Cartesian forces, eV/Å:
-0.6 0.4 0.5
-0.6 0.7 -0.7
1.1 -0.3 0.6
-1.5 -0.1 0.0
0.4 0.9 -0.2
0.0 -2.1 0.6
0.2 -1.0 -0.2
-0.6 3.0 -0.6
0.0 -0.1 -0.4
0.6 -0.1 -0.5
0.0 -0.5 0.6
0.3 -0.2 -0.1
-0.1 0.4 0.2
-0.2 -0.2 -0.3
0.8 0.2 -0.7
-0.3 -0.5 0.3
-0.3 -0.2 0.1
-0.1 -0.4 0.1
0.1 0.4 -0.2
0.3 0.3 -0.2
0.0 0.4 0.1
-0.1 0.2 0.2
0.2 -0.9 0.4
0.9 -0.3 0.0
-0.3 -0.3 0.3
-0.2 -0.6 -0.1
0.3 0.1 -0.1
-0.2 0.6 0.3
-0.5 0.1 0.1
-0.1 -0.7 -0.5
0.7 0.7 0.4

For the HOMO energy (alpha / beta), the calculation gives -0.0832 / -0.3722 hartree. The calculation puts the orbital gap (alpha / beta) at 2.7 / 10.4 eV. Its expectation value of S² is 0.750. The value obtained for the LUMO energy (alpha / beta) is 0.4751 / 0.3177 eV. The spin multiplicity is 2. The energy above the lowest of the compared OMol25 structures with the same formula, charge and spin is 105.48 kJ/mol. As for the total charge: 0.